1.
Here is an isolated molecule of C3H7NOS2 in a non-equilibrium geometry from the OMol25 dataset. Energies are from the ωB97M-V functional and the def2-TZVPD basis.

- charge = 0
- HOMO level (eV) = -8.76
- Kohn-Sham gap (eV) = 9.27
- E_LUMO (Ha) = 0.01870
- 2S+1 = 1
- molar mass (g mol⁻¹) = 137.229

Structure (XYZ):
```
14
Properties=species:S:1:pos:R:3:forces:R:3
C 0.006753 0.826452 0.274990 -1.397 -0.340 1.172
C 1.158440 0.261791 1.086736 0.454 0.671 -0.745
C -1.055888 -0.249708 -0.107143 1.183 0.171 -0.457
H 0.524176 1.176441 -1.678980 0.117 -0.164 -0.112
H -0.291682 2.348602 -0.958153 -0.441 0.645 -0.223
H -0.501285 1.434391 1.019479 -0.278 0.335 -0.227
H 1.681198 1.100071 1.547415 -0.103 -0.106 0.183
H 0.814947 -0.428159 1.839315 -0.070 -0.273 0.252
H 2.619004 0.456235 -0.774765 -0.072 0.027 0.188
H 0.426823 -1.149546 -0.879644 0.242 -0.172 -0.044
N 0.434162 1.682339 -0.809120 0.286 -0.334 0.043
O -0.542176 -1.254822 -0.837013 -0.643 0.256 0.206
S 2.332027 -0.581628 0.029882 0.809 -0.714 -0.298
S -2.621448 -0.150061 0.264979 -0.086 -0.002 0.060
```
Forces are in eV/Å.

***

2.
Here is a structure of composition C29H20Cl2N4NaO4 from the OMol25 dataset. Energies are from the ωB97M-V functional and the def2-TZVPD basis.

- charge = -1
- HOMO level (eV) = -4.30
- Kohn-Sham gap (eV) = 6.37
- E_LUMO (Ha) = 0.07607
- 2S+1 = 1
- molar mass (g mol⁻¹) = 582.399

Structure (XYZ):
```
60
Properties=species:S:1:pos:R:3:forces:R:3
Na -0.636073 0.054256 0.191191 0.305 -0.559 -0.512
Cl 0.626079 5.539421 4.330406 -0.009 -0.113 -0.097
C 0.634856 4.390054 2.997636 0.004 0.137 -0.100
C 0.682944 4.863776 1.677487 0.006 0.105 0.036
C 0.675331 3.991833 0.624013 -0.011 -0.070 0.055
C 0.616537 2.563367 0.792651 0.079 -0.149 -0.086
O 0.524981 1.788932 -0.206219 0.221 0.777 0.277
C 0.633564 2.117735 2.171148 -0.045 -0.414 0.198
C 0.640968 0.712024 2.573861 0.045 0.380 -0.205
N 0.949755 -0.271136 1.814752 0.097 -0.508 0.381
C 0.883602 -1.576299 2.345343 -0.055 0.315 -0.513
C 1.257541 -1.901830 3.618165 0.104 -0.232 0.312
C 1.181802 -3.234343 4.096640 0.061 0.302 -0.034
C 0.741490 -4.235901 3.289013 -0.073 -0.011 -0.176
C 0.363244 -3.942735 1.949327 0.003 -0.288 0.164
C -0.114358 -4.939983 1.065395 0.037 -0.041 0.118
C -0.471434 -4.603777 -0.201844 -0.045 0.120 -0.158
C -0.335963 -3.253755 -0.603859 0.018 -0.028 0.015
N 0.110835 -2.305740 0.171066 -0.021 -0.175 0.629
C 0.445258 -2.629008 1.464163 0.036 0.489 -0.400
C 0.597515 3.043521 3.228208 -0.002 -0.061 0.026
H 0.714079 5.933126 1.501408 0.008 -0.016 0.008
H 0.694828 4.353152 -0.397118 0.001 0.026 0.013
H 0.326340 0.525052 3.608176 0.019 0.063 0.048
H 1.628128 -1.118537 4.268156 0.013 -0.055 0.025
H 1.481504 -3.445514 5.116252 -0.003 0.001 -0.014
H 0.675103 -5.256500 3.646930 -0.010 -0.005 -0.020
H -0.197327 -5.962730 1.417281 0.001 0.019 0.012
H -0.860420 -5.332581 -0.900562 0.018 -0.019 0.017
H -0.621983 -2.957443 -1.610196 0.016 -0.014 0.029
H 0.553440 2.673529 4.247745 0.013 0.007 -0.026
N -2.168341 1.740176 -6.867844 -0.168 -0.154 0.071
C -1.734263 0.491960 -6.541987 0.648 0.104 0.024
O -1.651059 -0.404334 -7.359286 -0.270 -0.014 -0.023
C -1.240132 0.318440 -5.127984 -0.283 0.051 -0.236
C -1.645897 1.120374 -4.074643 -0.052 0.077 0.106
C -1.109134 0.896511 -2.814458 0.162 -0.062 0.095
N -0.217071 -0.062050 -2.568578 -0.226 -0.174 -0.111
C 0.144457 -0.846388 -3.585714 -0.003 0.175 0.135
C -0.332595 -0.695938 -4.877215 0.082 -0.107 0.029
H -2.437460 1.908577 -7.820649 0.010 0.020 -0.004
H -2.070292 2.510072 -6.233845 -0.016 0.027 -0.004
H -2.395981 1.892374 -4.191652 0.011 0.009 -0.035
H -1.400270 1.509968 -1.968281 0.029 -0.045 -0.034
H 0.861505 -1.628080 -3.355885 -0.004 0.021 0.033
H -0.015435 -1.347908 -5.679497 -0.007 0.014 0.008
Cl -8.697822 -0.424415 3.151485 0.137 0.015 -0.043
C -7.036718 -0.397980 2.581177 -0.061 -0.005 0.027
C -6.044491 -0.965501 3.362016 0.055 -0.017 0.020
C -4.735823 -0.950376 2.897615 -0.091 0.019 0.016
C -4.422888 -0.379779 1.669343 -0.147 -0.050 0.086
C -5.436099 0.190253 0.908545 -0.028 -0.016 0.020
C -6.750050 0.186924 1.359926 0.017 0.017 -0.036
C -2.987662 -0.395185 1.178841 0.222 -0.032 -0.126
O -2.131513 -0.894060 1.946981 -0.172 0.233 -0.281
O -2.770210 0.095999 0.034516 -0.649 -0.074 0.268
H -6.296105 -1.409449 4.316177 0.002 -0.001 -0.012
H -3.928039 -1.379893 3.476764 -0.032 0.004 -0.018
H -5.170671 0.632784 -0.043223 -0.014 -0.013 0.024
H -7.547446 0.629825 0.778121 0.017 -0.004 -0.019
```
Forces are in eV/Å.

***

3.
Here is a structure of composition C6H8N2 in a non-equilibrium geometry from the OMol25 dataset. Energies are from the ωB97M-V functional and the def2-TZVPD basis.

- charge = 0
- HOMO level (eV) = -9.18
- Kohn-Sham gap (eV) = 9.65
- E_LUMO (Ha) = 0.01746
- 2S+1 = 1
- molar mass (g mol⁻¹) = 108.144

Structure (XYZ):
```
16
Properties=species:S:1:pos:R:3:forces:R:3
C 0.912671 -0.900174 -1.511608 3.141 1.432 -4.813
C 0.345318 -0.968459 -0.259970 -2.941 -0.098 1.245
C -1.230617 -0.563617 -0.458075 2.235 1.398 1.501
C -1.183921 1.062877 -0.095103 -2.762 2.128 -2.054
C 0.624285 0.236559 0.592414 -1.205 0.840 2.646
C 1.368866 -0.969641 0.846234 2.408 -1.986 4.644
H -1.238863 -0.779866 -1.571607 -1.909 0.137 1.603
H -1.798715 -0.783055 0.488729 -0.343 -1.436 -2.072
H -1.951434 1.697134 -1.027701 2.628 -1.675 3.104
H -1.825719 1.163244 1.126673 2.369 0.170 -3.831
H 0.848942 2.357632 0.465175 -2.531 -3.328 -2.431
H -0.229990 0.205971 1.440916 2.187 -0.011 -1.318
H 1.027876 -1.360427 1.983142 1.169 0.655 -3.369
H 2.512657 -1.166440 0.707423 -2.441 0.232 -0.480
N 1.418199 -0.647250 -2.546945 -1.465 -1.140 2.596
N 0.400446 1.415511 -0.179699 -0.541 2.682 3.028
```
Forces are in eV/Å.

***

4.
Here is a cluster of 2 separate species, C5H7N2O2 in total in a non-equilibrium geometry from the OMol25 dataset. Energies are from the ωB97M-V functional and the def2-TZVPD basis.

- charge = -1
- HOMO level (eV) = -2.41
- Kohn-Sham gap (eV) = 6.52
- E_LUMO (Ha) = 0.15095
- 2S+1 = 1
- molar mass (g mol⁻¹) = 127.123

Structure (XYZ):
```
16
Properties=species:S:1:pos:R:3:forces:R:3
C -3.437909 -0.029070 0.226896 -0.174 0.620 -0.524
C 0.716791 -0.723509 -0.062727 -0.878 0.133 -2.196
C -0.774434 -1.171299 0.102643 0.822 0.504 3.290
C -0.408121 1.749898 -0.306730 -0.996 -1.530 1.516
C 0.385717 0.571975 -0.784502 2.778 1.023 -0.910
N -1.595402 -0.486640 -0.829505 -2.597 -1.122 0.699
N -0.923575 0.651481 -1.257546 -0.528 1.090 -1.308
O -4.392773 -0.185011 -0.483797 1.028 -0.381 -0.091
O -3.107584 0.372592 1.305869 0.554 -0.345 -0.063
H 1.207306 -0.647186 0.845813 0.593 0.586 2.140
H 1.523507 -1.230803 -0.667266 -1.441 -0.228 -0.054
H -0.938578 -2.229426 0.253752 -0.230 -0.520 -0.818
H -0.954801 -0.815572 1.203068 0.001 -0.184 -1.179
H -0.884734 1.610066 0.689711 0.651 0.514 -0.632
H -0.318492 2.766891 -0.716098 -0.094 -0.720 0.089
H 1.077484 0.725624 -1.602721 0.514 0.560 0.042
```
Forces are in eV/Å.

***

5.
Here is an isolated molecule of C4H12NPS in a non-equilibrium geometry from the OMol25 dataset. Energies are from the ωB97M-V functional and the def2-TZVPD basis.

- charge = 0
- HOMO level (eV) = -7.49
- Kohn-Sham gap (eV) = 8.37
- E_LUMO (Ha) = 0.03211
- 2S+1 = 1
- molar mass (g mol⁻¹) = 137.188

Structure (XYZ):
```
19
Properties=species:S:1:pos:R:3:forces:R:3
C 1.800748 0.489916 0.598651 -2.252 0.723 -2.425
C 1.456441 -1.240397 -1.189263 -0.092 0.603 -0.996
C -1.398751 -1.791580 -0.098416 -2.512 3.675 -1.252
C -2.629450 1.479276 1.574749 0.084 0.458 0.064
N 0.865312 -0.416669 -0.177069 1.292 1.180 0.437
P -0.777760 0.056510 -0.391352 -0.098 -1.843 -0.156
S -0.892777 0.841891 1.525173 -1.497 0.715 1.285
H 1.599532 0.207566 1.567240 -0.059 0.064 2.526
H 2.826496 0.332183 0.420043 1.145 -0.473 -0.731
H 1.545344 1.572788 0.411805 0.433 -1.036 0.298
H 1.904480 -2.129562 -0.831502 0.794 -0.896 0.867
H 0.752245 -1.622226 -1.909207 -0.796 0.089 -0.262
H 2.180234 -0.713794 -1.804630 0.347 0.251 -0.044
H -0.508759 -2.268244 0.027113 2.044 -1.737 0.934
H -1.848153 -2.036128 -1.062832 -0.299 -0.449 0.301
H -2.123346 -1.723326 0.730566 0.478 -0.555 -0.407
H -3.083938 1.563194 0.608021 0.209 0.103 -0.915
H -2.692580 2.471572 2.022775 0.539 0.031 -0.068
H -3.361002 0.911537 2.120100 0.238 -0.905 0.546
```
Forces are in eV/Å.

***

6.
Here is a structure of composition C17H21N3O3S2 in a non-equilibrium geometry from the OMol25 dataset. Energies are from the ωB97M-V functional and the def2-TZVPD basis.

- charge = 0
- HOMO level (eV) = -8.70
- Kohn-Sham gap (eV) = 8.29
- E_LUMO (Ha) = -0.01539
- 2S+1 = 1
- molar mass (g mol⁻¹) = 379.507

Structure (XYZ):
```
46
Properties=species:S:1:pos:R:3:forces:R:3
C 3.670870 -4.530609 1.076739 3.092 0.545 -2.952
N 2.785932 -3.997981 -0.019246 1.246 -6.147 -0.313
C 2.295923 -2.628616 0.062413 -3.809 -6.371 5.131
C 1.572181 -2.280946 -1.070995 0.209 0.445 5.823
N 0.633757 -3.138366 -1.214661 -12.514 -9.830 -0.342
C -0.821034 -2.964934 -0.864335 0.149 -0.446 -1.274
O -1.729503 -3.855648 -0.680688 4.190 3.557 -0.635
C -1.106488 -1.447508 -0.909975 -0.407 -1.240 3.241
C -0.980642 -0.611443 -1.967632 -2.367 3.560 6.711
C -1.303583 0.809448 -1.699951 1.906 -2.583 -7.496
C -1.910250 1.144091 -0.611464 1.201 4.474 2.465
C -1.920373 0.271743 0.420882 -2.668 5.310 5.514
C -1.452394 -0.897928 0.443105 -0.281 -8.654 -2.021
H -1.879979 -1.670130 1.210071 1.772 1.466 -1.049
H -2.203011 0.771730 1.423619 -0.079 -0.983 -1.616
N -1.998879 2.535450 -0.139941 -1.550 2.044 -2.340
S -0.420630 3.508560 -0.140527 -0.960 -9.224 -10.835
O -0.726325 4.709898 0.360393 -1.498 7.464 3.792
O 0.063574 3.465393 -1.676933 -0.806 -0.018 6.326
C 0.328073 2.399363 0.907169 4.297 -1.436 -1.350
C 1.453941 1.526570 0.473247 -8.306 1.362 13.212
C 1.725090 0.699536 1.736439 -1.857 4.916 -4.901
C 1.116045 1.242397 2.794504 -4.561 3.410 -13.238
S -0.050650 2.401426 2.622453 0.093 0.450 -2.038
H 1.413266 0.965610 3.531501 5.265 -5.486 16.258
H 2.580554 0.188588 1.643872 2.758 -2.565 0.692
H 1.867164 1.434869 -0.344668 3.743 -0.634 -8.329
C -3.126845 3.306971 -1.129815 1.321 3.038 13.018
H -2.885641 3.112343 -1.985546 2.731 -1.335 -9.750
H -3.005328 4.364467 -0.638520 -0.645 -1.730 -1.903
H -4.032456 2.865446 -0.838267 -1.240 -0.475 0.421
H -1.092268 1.453113 -2.630243 -0.458 -0.514 2.013
H -0.737643 -0.935467 -2.833866 1.788 -1.904 -5.866
C 0.927278 -4.612979 -1.261685 -4.452 -0.463 -0.949
C 1.721556 -5.040880 -0.079231 2.428 2.720 -6.446
H 1.824928 -6.053089 -0.343655 1.796 -1.453 0.540
H 1.135994 -4.902762 0.659868 -4.166 0.393 5.860
H -0.266412 -5.294633 -1.179688 3.772 2.454 -0.594
H 1.355934 -4.774856 -2.258299 0.240 -0.457 0.427
H 1.094121 -1.473527 -0.965075 -2.444 7.259 0.457
H 2.099905 -2.370239 -1.802796 6.704 0.174 -8.711
H 3.128220 -2.340810 0.312609 8.718 5.419 1.689
H 1.845638 -2.723666 1.094961 -1.279 1.357 -0.846
H 4.166012 -5.606443 0.916494 -2.224 1.916 0.152
H 4.634804 -3.999633 0.891283 -0.481 0.307 0.962
H 3.293520 -4.357695 2.054720 -0.367 -0.091 1.092
```
Forces are in eV/Å.

***

Q: The highest molar mass belongs to which entry?
A: C29H20Cl2N4NaO4

***

Q: The highest E_LUMO belongs to which entry?
A: C5H7N2O2

***

Q: Among the records above, which one has the lowest HOMO level?
A: C6H8N2

***

What did the first record say?
Here is an isolated molecule of C3H7NOS2 in a non-equilibrium geometry from the OMol25 dataset. Energies are from the ωB97M-V functional and the def2-TZVPD basis.

- charge = 0
- HOMO level (eV) = -8.76
- Kohn-Sham gap (eV) = 9.27
- E_LUMO (Ha) = 0.01870
- 2S+1 = 1
- molar mass (g mol⁻¹) = 137.229

Structure (XYZ):
```
14
Properties=species:S:1:pos:R:3:forces:R:3
C 0.006753 0.826452 0.274990 -1.397 -0.340 1.172
C 1.158440 0.261791 1.086736 0.454 0.671 -0.745
C -1.055888 -0.249708 -0.107143 1.183 0.171 -0.457
H 0.524176 1.176441 -1.678980 0.117 -0.164 -0.112
H -0.291682 2.348602 -0.958153 -0.441 0.645 -0.223
H -0.501285 1.434391 1.019479 -0.278 0.335 -0.227
H 1.681198 1.100071 1.547415 -0.103 -0.106 0.183
H 0.814947 -0.428159 1.839315 -0.070 -0.273 0.252
H 2.619004 0.456235 -0.774765 -0.072 0.027 0.188
H 0.426823 -1.149546 -0.879644 0.242 -0.172 -0.044
N 0.434162 1.682339 -0.809120 0.286 -0.334 0.043
O -0.542176 -1.254822 -0.837013 -0.643 0.256 0.206
S 2.332027 -0.581628 0.029882 0.809 -0.714 -0.298
S -2.621448 -0.150061 0.264979 -0.086 -0.002 0.060
```
Forces are in eV/Å.